Here is a molecular structure, C12H22Cl8MgO4 from the OMol25 dataset. Energies are from ωB97M-V/def2-TZVPD.

XYZ file:
```
47
Properties=species:S:1:pos:R:3:forces:R:3:nbo_charge:R:1
Mg -1.894683 -3.430819 -1.557482 0.4 -1.4 -0.8 0.9725
C -0.527603 -0.353789 0.368438 1.3 1.1 1.6 -0.7339
C -0.969353 -1.519139 -0.399492 0.4 1.1 -1.0 0.7526
O -2.131413 -1.670989 -0.726912 -5.8 1.3 0.8 -0.8619
O -0.217843 -2.315529 -0.942742 4.4 -1.7 -0.1 -0.8306
H -1.233793 0.197781 0.989038 -0.5 -0.6 -0.2 0.2326
H -0.089603 0.426391 -0.254132 0.1 -0.3 -0.5 0.2353
H 0.262527 -0.693179 1.038218 0.2 0.1 0.0 0.2294
C 1.375427 -4.746729 -2.732772 0.3 -0.4 0.4 -0.7339
C 0.205867 -5.659979 -2.306542 -0.7 -1.5 -1.4 0.7840
O -0.841713 -5.096929 -1.874912 -0.9 2.1 0.9 -0.9701
O 0.179937 -6.879519 -2.504262 1.5 0.2 0.0 -0.6956
H 1.644857 -4.144619 -1.865042 -0.1 0.3 -0.1 0.2127
H 1.116327 -4.107209 -3.576562 -0.5 0.2 0.2 0.2102
H 2.267847 -5.273429 -3.070832 -0.1 -0.4 0.2 0.2100
Cl 4.089167 -0.624189 -0.388592 0.7 0.6 0.6 -0.0728
C 3.113267 -1.676609 -1.383962 0.0 -0.5 -1.4 -0.4162
C 3.710567 -1.793509 -2.868852 -0.8 -0.4 2.0 -0.3653
Cl 5.309687 -2.638829 -2.796822 -0.4 0.2 -0.1 -0.0877
H 2.090197 -1.313389 -1.286472 0.0 0.2 -0.8 0.2559
H 3.043457 -2.638329 -0.875712 0.5 -0.1 -0.4 0.2315
H 3.878707 -0.834779 -3.359432 -0.2 -0.1 0.3 0.2171
H 3.025217 -2.430689 -3.427772 0.2 0.1 -0.1 0.2328
Cl -2.286953 2.787741 0.814318 0.0 0.3 -0.3 -0.0381
C -1.799193 2.965211 2.493518 0.7 0.4 1.2 -0.4008
C -1.139623 4.335861 2.786618 -0.7 -0.1 -1.1 -0.3913
Cl -0.640013 4.495961 4.463078 0.1 -0.2 0.7 -0.0579
H -1.116153 2.155151 2.749178 0.1 0.0 -0.2 0.2277
H -2.674713 2.840771 3.130758 0.0 0.1 -0.2 0.2256
H -1.864303 5.131171 2.612208 0.0 -0.1 -0.1 0.2133
H -0.259463 4.556951 2.182858 -0.1 -0.4 -0.1 0.2217
Cl -3.769503 -0.115999 2.413308 -0.3 0.1 -0.2 -0.1113
C -4.533083 -0.225129 0.766638 0.2 -0.3 0.6 -0.3711
C -5.896273 0.431761 0.730148 0.1 -0.2 0.4 -0.3636
Cl -7.141433 -0.309909 1.856688 0.7 0.3 -0.6 -0.0979
H -4.501663 -1.289169 0.532288 -0.2 0.2 -0.1 0.2492
H -3.840423 0.299251 0.108348 -0.2 -0.1 -0.1 0.2446
H -6.302323 0.370531 -0.279542 0.0 0.0 0.1 0.2263
H -5.776643 1.471571 1.034448 -0.3 -0.1 0.0 0.2158
Cl 1.682487 2.255141 0.887248 0.9 0.7 0.9 -0.0826
C 2.957217 3.395571 1.579918 0.0 -0.4 -0.7 -0.3547
C 3.762677 3.980281 0.408228 -0.5 -0.1 1.3 -0.4061
Cl 2.831147 5.024561 -0.659522 -0.2 0.1 -0.3 -0.0461
H 3.716177 2.883531 2.171448 -0.3 -0.7 -0.1 0.2181
H 2.476607 4.056141 2.301548 -0.2 0.4 -0.6 0.2201
H 4.164587 3.120891 -0.128442 0.1 0.3 -0.2 0.2338
H 4.543807 4.600171 0.848318 0.2 -0.1 -0.2 0.2166
```
Forces are in eV/Å.

net charge	-1
HOMO level (spin up / spin down)	-1.45 / -5.58	eV
multiplicity	2
Kohn-Sham gap (spin up / spin down)	3.39 / 7.52	eV
⟨S²⟩	0.750